196
Properties=species:S:1:pos:R:3 method="wB97M-V/def2-TZVPD" homo_energy_ev="-15.28 / -19.96" multiplicity=2 e_lumo_ev="-11.92 / -11.92" homo_lumo_gap_ha="0.1233 / 0.2954" total_charge=+6
C -4.97 0.42 -0.58
C -5.61 -0.74 0.14
O -5.57 -1.01 1.32
N -6.51 -1.67 -0.71
H -6.35 -1.34 -1.65
H -6.08 -2.58 -0.74
C -8.00 -1.59 -0.40
H -4.07 0.74 -0.06
H -5.60 1.29 -0.73
H -4.61 0.02 -1.53
H -8.05 -1.96 0.63
H -8.51 -2.29 -1.05
H -8.35 -0.56 -0.39
C -1.36 -2.78 -2.29
C -2.73 -2.97 -2.93
O -3.70 -2.40 -2.48
N -2.77 -3.93 -4.09
H -2.18 -3.59 -4.84
H -2.37 -4.82 -3.83
C -4.19 -4.11 -4.74
H -0.44 -2.64 -2.87
H -1.25 -3.72 -1.76
H -1.43 -1.93 -1.61
H -4.13 -4.40 -5.79
H -4.67 -3.13 -4.75
H -4.84 -4.79 -4.19
C 2.68 1.68 -4.84
C 2.49 1.53 -6.31
O 2.20 0.44 -6.82
N 2.85 2.77 -7.14
H 2.50 3.59 -6.66
H 3.85 2.92 -7.24
C 2.20 2.66 -8.57
H 3.64 1.22 -4.60
H 1.91 1.04 -4.41
H 2.61 2.71 -4.47
H 2.62 1.83 -9.14
H 2.25 3.61 -9.11
H 1.14 2.40 -8.48
C 7.38 0.60 0.02
N 5.92 0.87 0.42
C 5.73 0.18 1.78
C 5.73 2.40 0.69
C 4.98 0.36 -0.68
C 3.51 0.54 -0.43
O 3.21 1.92 -0.47
H 8.02 1.10 0.75
H 7.39 0.89 -1.03
H 7.55 -0.44 0.28
H 6.57 0.49 2.41
H 5.91 -0.90 1.78
H 4.78 0.45 2.23
H 4.76 2.57 1.15
H 5.85 2.84 -0.30
H 6.51 2.73 1.38
H 5.32 -0.67 -0.76
H 5.27 0.83 -1.62
H 3.10 0.11 0.48
H 2.96 0.10 -1.27
H 2.37 1.95 -0.94
C -3.90 0.77 -6.95
N -2.93 1.33 -5.87
C -3.14 2.88 -5.89
C -3.40 0.80 -4.51
C -1.46 1.03 -6.17
C -1.02 -0.45 -5.91
O -1.94 -1.35 -6.57
H -4.87 1.27 -6.82
H -4.03 -0.31 -7.00
H -3.50 1.03 -7.93
H -4.16 3.18 -5.66
H -3.15 3.14 -6.95
H -2.42 3.40 -5.26
H -3.33 -0.29 -4.54
H -4.46 1.06 -4.52
H -2.84 1.27 -3.70
H -0.90 1.70 -5.52
H -1.34 1.18 -7.24
H -0.97 -0.66 -4.84
H -0.04 -0.65 -6.35
H -1.40 -1.94 -7.10
C -1.98 -3.57 5.33
C -0.57 -3.17 5.25
C -0.43 -1.60 5.44
C 1.04 -1.23 5.77
N 1.18 0.28 6.15
C 0.48 0.47 7.51
C 1.20 1.71 8.02
C 2.66 1.31 7.85
C 2.69 0.55 6.42
C 0.60 1.26 5.04
C 1.20 0.99 3.66
C 0.49 1.90 2.66
H -2.58 -3.06 4.57
H -2.43 -3.44 6.31
H -2.14 -4.65 5.23
H -0.17 -3.33 4.25
H 0.09 -3.74 5.90
H -1.06 -1.25 6.26
H -0.86 -1.06 4.60
H 1.82 -1.45 5.04
H 1.52 -1.72 6.62
H -0.60 0.59 7.48
H 0.83 -0.37 8.12
H 1.14 2.60 7.40
H 0.90 2.01 9.03
H 3.40 2.11 7.87
H 2.90 0.71 8.73
H 3.09 1.30 5.74
H 3.31 -0.34 6.38
H 0.74 2.29 5.36
H -0.48 1.16 5.02
H 1.17 -0.06 3.35
H 2.25 1.29 3.72
H -0.52 1.54 2.47
H 1.03 2.04 1.73
H 0.31 2.88 3.11
C -1.93 -1.49 1.54
C -2.46 -2.90 1.14
C -1.42 -3.98 1.17
C -2.15 -5.30 0.85
N -1.48 -6.61 1.39
C -1.24 -6.55 2.93
C 0.25 -6.57 3.26
C 0.88 -7.11 1.99
C -0.02 -6.56 0.88
C -2.27 -7.85 1.05
C -1.63 -9.18 1.50
C -2.58 -10.38 1.31
H -1.53 -1.40 2.55
H -2.57 -0.63 1.39
H -1.13 -1.26 0.83
H -2.78 -2.88 0.10
H -3.31 -3.18 1.77
H -0.85 -3.81 2.08
H -0.66 -3.79 0.41
H -2.04 -5.36 -0.24
H -3.12 -5.25 1.34
H -1.88 -7.30 3.41
H -1.68 -5.64 3.35
H 0.23 -7.26 4.10
H 0.65 -5.63 3.64
H 0.88 -8.20 1.97
H 1.91 -6.80 1.83
H -0.04 -7.21 0.00
H 0.36 -5.58 0.60
H -2.48 -7.78 -0.02
H -3.19 -7.64 1.59
H -1.26 -9.35 2.51
H -0.80 -9.49 0.85
H -2.10 -11.31 1.62
H -2.96 -10.40 0.29
H -3.46 -10.24 1.94
C 1.32 5.49 4.39
C 2.52 5.21 3.50
C 2.23 4.85 2.00
C 1.90 6.16 1.24
N 1.21 5.95 -0.19
C -0.09 5.11 -0.08
C -1.04 5.53 -1.21
C -0.70 6.99 -1.36
C 0.63 7.32 -0.76
C 2.21 5.27 -1.22
C 3.55 5.98 -1.39
C 4.57 5.58 -2.51
H 0.54 6.13 3.95
H 1.61 5.95 5.33
H 0.86 4.52 4.56
H 3.17 4.46 3.95
H 3.08 6.14 3.59
H 1.52 4.06 1.77
H 3.21 4.50 1.67
H 2.81 6.74 1.08
H 1.19 6.72 1.85
H 0.22 4.07 -0.16
H -0.46 5.37 0.91
H -0.67 4.99 -2.08
H -2.07 5.39 -0.88
H -0.64 7.03 -2.45
H -1.55 7.60 -1.05
H 1.37 7.72 -1.45
H 0.42 8.07 0.01
H 1.60 5.29 -2.12
H 2.22 4.22 -0.93
H 4.26 5.74 -0.61
H 3.57 7.07 -1.48
H 4.14 5.76 -3.49
H 4.65 4.50 -2.52
H 5.55 6.03 -2.35
P -0.51 1.46 -1.54
F -1.38 2.71 -2.19
F -0.12 0.74 -2.91
F 0.87 2.27 -1.80
F 0.39 0.32 -0.78
F -0.69 2.12 -0.07
F -1.95 0.60 -1.41